The following is a quantum chemistry calculation of C4H8MnO3 as an isolated structure, from the OMol25 dataset.

expectation value of S² = 8.7534
HOMO level (spin up / spin down) = -18.750 / -18.768 eV

Structure (ORCA input):
```
! RIJCOSX wB97M-V def2-TZVPD def2/J DEFGRID3
* xyz 2 6
C -1.46804 -1.36749 1.90203
C -1.28403 -0.49978 0.68080
O -0.09946 0.28271 0.91433
H -2.24537 -2.12132 1.72391
H -0.53097 -1.86893 2.17553
H -1.78286 -0.73422 2.74126
H -2.12685 0.19167 0.53813
H -1.14207 -1.09596 -0.23127
Mn 0.13213 2.85602 -0.54779
O 0.27732 0.90913 -0.26169
O 1.10026 2.12500 -2.11591
C 1.84844 1.13960 -1.99531
C 1.46522 0.14013 -0.99638
H 1.09784 -0.78479 -1.46266
H 2.51091 0.85208 -2.82357
H 2.24752 -0.02385 -0.24141
*
```

Here are the natural (NBO) charges for atoms 1 to 8, given in e: atom 1 (C): -0.644, atom 2 (C): -0.096, atom 3 (O): -0.213, atom 4 (H): 0.270, atom 5 (H): 0.242, atom 6 (H): 0.240, atom 7 (H): 0.188, atom 8 (H): 0.191